Below is a structure of composition C31H32N3O2PPd, with properties calculated with wB97M-V/def2-TZVPD.

Properties
Molecular weight ... 616.0 g mol⁻¹
Charge ... 0
HOMO energy ... -8.43 eV
Kohn-Sham gap ... 8.368 eV
Electronic energy ... -1984.608526 a.u.

Atoms and positions in Å:
1 Pd -0.158 0.971 -0.182
2 C -3.059 1.361 -3.003
3 C -3.731 0.628 -1.878
4 C -4.825 -0.199 -2.109
5 C -5.455 -0.851 -1.060
6 C -5.001 -0.671 0.237
7 C -3.906 0.144 0.499
8 C -3.405 0.351 1.900
9 C -3.269 0.776 -0.569
10 N -2.115 1.568 -0.323
11 C -2.336 2.895 -0.187
12 O -3.409 3.480 -0.241
13 C -1.065 3.675 0.054
14 C -0.973 5.041 0.233
15 C 0.288 5.590 0.440
16 C 1.418 4.778 0.463
17 C 1.246 3.421 0.276
18 N 0.030 2.929 0.083
19 C 2.342 2.381 0.271
20 O 3.505 2.719 0.449
21 N 1.874 1.129 0.065
22 C 2.851 0.095 0.093
23 C 3.426 -0.342 -1.100
24 C 3.128 0.370 -2.390
25 C 4.335 -1.396 -1.055
26 C 4.695 -1.970 0.154
27 C 4.155 -1.487 1.336
28 C 3.231 -0.450 1.323
29 C 2.690 0.129 2.599
30 H -3.424 1.012 -3.969
31 H -1.976 1.232 -2.968
32 H -3.253 2.433 -2.930
33 H -5.189 -0.325 -3.122
34 H -6.308 -1.490 -1.252
35 H -5.498 -1.171 1.060
36 H -3.931 -0.295 2.602
37 H -3.549 1.388 2.211
38 H -2.332 0.151 1.969
39 H -1.877 5.633 0.206
40 H 0.392 6.657 0.582
41 H 2.416 5.160 0.621
42 H 2.069 0.612 -2.486
43 H 3.436 -0.227 -3.249
44 H 3.672 1.318 -2.422
45 H 4.786 -1.744 -1.978
46 H 5.409 -2.784 0.176
47 H 4.449 -1.920 2.285
48 H 2.975 -0.484 3.454
49 H 1.602 0.207 2.572
50 H 3.087 1.136 2.746
51 C 0.387 -1.776 -2.169
52 P -0.300 -1.307 -0.554
53 C -1.922 -2.128 -0.554
54 C 0.575 -2.322 0.666
55 C 0.276 -2.107 2.011
56 C 0.833 -2.913 2.990
57 C 1.695 -3.941 2.631
58 C 1.999 -4.156 1.296
59 C 1.441 -3.350 0.314
60 H 0.163 -2.818 -2.396
61 H 1.464 -1.620 -2.176
62 H -0.061 -1.141 -2.933
63 H -1.760 -3.185 -0.769
64 H -2.598 -1.696 -1.291
65 H -2.376 -2.034 0.432
66 H -0.392 -1.298 2.293
67 H 0.600 -2.735 4.032
68 H 2.136 -4.568 3.395
69 H 2.681 -4.948 1.016
70 H 1.698 -3.524 -0.722


Below is a structure of composition C31H33As2Cl3N3O9Pd, with properties calculated with wB97M-V/def2-TZVPD.

Properties
Molecular weight ... 954.2 g mol⁻¹
Spin multiplicity ... 3
<S²> ... 2.1611
Charge ... +1
HOMO energy (spin up / spin down) ... -10.47 / -10.80 eV
ΔE to the lowest compared entry with this formula, charge and spin ... 34.48 kJ/mol
Kohn-Sham gap (spin up / spin down) ... 6.439 / 5.396 eV
Electronic energy ... -8022.238168 a.u.

Atoms and positions in Å:
1 Pd -0.647 -0.785 -1.127
2 Cl -7.388 1.776 -1.363
3 C -6.045 0.741 -1.209
4 C -4.966 0.896 -2.098
5 C -3.886 0.092 -1.954
6 Cl -2.525 0.248 -2.990
7 C -3.797 -0.927 -0.914
8 O -2.791 -1.632 -0.759
9 C -4.975 -1.062 -0.068
10 Cl -4.968 -2.281 1.125
11 C -6.053 -0.237 -0.206
12 H -5.005 1.650 -2.873
13 H -6.905 -0.340 0.451
14 N 2.235 -2.033 -2.143
15 C 1.507 -3.072 -1.648
16 C 2.102 -4.315 -1.373
17 C 1.339 -5.310 -0.817
18 C -0.009 -5.073 -0.540
19 C -0.519 -3.838 -0.848
20 N 0.210 -2.850 -1.400
21 H 3.133 -2.204 -2.557
22 H 1.735 -1.206 -2.434
23 H 3.150 -4.463 -1.602
24 H 1.784 -6.274 -0.598
25 H -0.639 -5.832 -0.100
26 H -1.559 -3.607 -0.664
27 C -1.664 3.710 -1.948
28 O -1.029 2.582 -1.319
29 C -1.726 2.017 -0.323
30 O -2.836 2.377 -0.023
31 C -1.041 0.813 0.259
32 C -1.586 0.313 1.441
33 As -1.774 1.415 3.069
34 C -1.496 3.268 2.512
35 C 0.225 1.049 3.203
36 C 1.137 0.820 2.261
37 As 0.970 0.617 0.260
38 C 1.541 2.458 -0.101
39 C 2.622 0.848 2.562
40 O 3.207 1.893 2.640
41 O 3.282 -0.310 2.589
42 C 2.555 -1.548 2.546
43 C 0.611 1.267 4.640
44 O -0.066 1.936 5.379
45 O 1.739 0.658 4.994
46 C 2.190 0.901 6.342
47 C -1.290 -1.098 1.881
48 O -0.421 -1.805 1.434
49 O -2.135 -1.482 2.837
50 C -1.999 -2.829 3.327
51 H -0.976 4.048 -2.717
52 H -1.839 4.499 -1.221
53 H -2.615 3.416 -2.387
54 H -2.423 3.687 2.131
55 H -0.700 3.388 1.782
56 H -1.215 3.784 3.431
57 H 0.868 3.177 0.355
58 H 1.611 2.636 -1.170
59 H 2.524 2.566 0.351
60 H 3.227 -2.300 2.945
61 H 2.288 -1.800 1.520
62 H 1.653 -1.501 3.153
63 H 2.946 0.151 6.539
64 H 1.360 0.813 7.038
65 H 2.619 1.898 6.407
66 H -2.412 -2.827 4.330
67 H -0.957 -3.133 3.336
68 H -2.570 -3.497 2.684
69 N 0.800 0.580 -3.219
70 C 2.119 0.791 -3.770
71 C 2.327 0.741 -5.144
72 C 3.601 0.914 -5.667
73 C 4.678 1.142 -4.821
74 C 4.473 1.176 -3.449
75 C 3.201 0.991 -2.924
76 H 0.202 0.218 -3.952
77 H 0.397 1.458 -2.906
78 H 1.489 0.563 -5.810
79 H 3.749 0.879 -6.739
80 H 5.669 1.290 -5.230
81 H 5.309 1.334 -2.780
82 H 3.060 0.987 -1.852


Below is a structure of composition C31H33AsBBrF4IOPTi, with properties calculated with wB97M-V/def2-TZVPD.

Properties
Molecular weight ... 869.0 g mol⁻¹
Spin multiplicity ... 3
<S²> ... 2.0112
Charge ... 0
HOMO energy (spin up / spin down) ... -6.63 / -7.81 eV
ΔE to the lowest compared entry with this formula, charge and spin ... 0.00 kJ/mol
Kohn-Sham gap (spin up / spin down) ... 6.876 / 7.743 eV
Electronic energy ... -7999.184397 a.u.

Atoms and positions in Å:
1 Ti 0.494 0.138 -0.879
2 O 1.040 1.834 -2.249
3 C 0.476 2.119 -1.177
4 C -0.072 3.388 -0.694
5 C 0.339 4.678 -1.001
6 C -0.278 5.749 -0.372
7 C -1.310 5.527 0.537
8 C -1.736 4.235 0.826
9 C -1.103 3.161 0.218
10 P -1.515 1.365 0.335
11 C -2.694 1.344 1.731
12 C -4.034 0.998 1.611
13 C -4.847 0.951 2.735
14 C -4.329 1.252 3.985
15 C -2.989 1.598 4.115
16 C -2.176 1.638 2.993
17 C -2.539 1.173 -1.173
18 C -2.175 0.178 -2.080
19 C -2.839 0.028 -3.287
20 C -3.889 0.874 -3.601
21 C -4.265 1.873 -2.711
22 C -3.586 2.028 -1.512
23 H 1.139 4.828 -1.716
24 H 0.038 6.761 -0.590
25 H -1.787 6.370 1.020
26 H -2.545 4.070 1.526
27 H -4.444 0.749 0.642
28 H -5.888 0.672 2.631
29 H -4.964 1.214 4.861
30 H -2.579 1.829 5.089
31 H -1.127 1.899 3.094
32 H -1.410 -0.565 -1.848
33 H -2.537 -0.757 -3.967
34 H -4.419 0.757 -4.538
35 H -5.082 2.540 -2.954
36 H -3.866 2.821 -0.828
37 C 4.381 1.771 -1.138
38 C 4.394 0.397 -0.467
39 As 2.771 0.102 0.582
40 C 3.147 -1.633 1.404
41 C 4.487 -1.725 2.129
42 C 3.051 1.311 2.101
43 C 2.262 2.612 1.954
44 H 5.272 1.911 -1.751
45 H 4.365 2.569 -0.393
46 H 3.506 1.886 -1.779
47 H 5.265 0.286 0.179
48 H 4.418 -0.398 -1.215
49 H 3.071 -2.374 0.607
50 H 2.318 -1.828 2.088
51 H 5.322 -1.612 1.438
52 H 4.591 -2.698 2.612
53 H 4.579 -0.959 2.901
54 H 4.119 1.505 2.211
55 H 2.719 0.767 2.987
56 H 2.566 3.168 1.066
57 H 2.404 3.260 2.821
58 H 1.196 2.404 1.851
59 Br -5.506 -1.406 -1.275
60 C -5.469 -3.164 -0.571
61 C -6.530 -4.000 -0.888
62 C -6.545 -5.306 -0.424
63 C -5.499 -5.778 0.352
64 C -4.439 -4.942 0.669
65 C -4.419 -3.630 0.213
66 I -2.780 -2.453 0.734
67 H -7.336 -3.624 -1.501
68 H -7.375 -5.953 -0.676
69 H -5.502 -6.798 0.713
70 H -3.619 -5.307 1.272
71 F 1.828 -3.497 -1.365
72 B 0.882 -2.549 -1.595
73 F -0.180 -2.943 -2.360
74 F 0.373 -2.029 -0.317
75 F 1.482 -1.355 -2.180


Below is a structure of composition C31H33AsCl2N5O5SbSe4Ti, with properties calculated with wB97M-V/def2-TZVPD.

Properties
Molecular weight ... 1186.9 g mol⁻¹
Spin multiplicity ... 3
<S²> ... 2.0159
Charge ... -2
HOMO energy (spin up / spin down) ... -2.43 / -2.43 eV
ΔE to the lowest compared entry with this formula, charge and spin ... 65.25 kJ/mol
Kohn-Sham gap (spin up / spin down) ... 6.061 / 5.932 eV
Electronic energy ... -15703.028910 a.u.

Atoms and positions in Å:
1 Ti -1.867 -0.304 -0.367
2 N -3.799 0.026 1.616
3 N -3.298 -1.052 2.360
4 C -2.790 -2.134 1.669
5 O -2.407 -3.129 2.281
6 O -2.743 -1.969 0.381
7 H -3.572 0.899 2.074
8 H -4.806 -0.065 1.476
9 H -3.626 -1.236 3.294
10 Cl -3.770 3.664 0.865
11 C -2.049 3.877 0.907
12 C -1.530 5.099 1.345
13 C -0.181 5.296 1.415
14 Cl 0.430 6.838 1.980
15 C 0.719 4.275 1.030
16 C 2.125 4.397 1.087
17 C 2.908 3.358 0.678
18 C 2.284 2.195 0.183
19 N 0.988 2.043 0.121
20 C 0.190 3.045 0.563
21 C -1.242 2.803 0.524
22 O -1.730 1.684 0.161
23 H -2.215 5.884 1.634
24 H 2.559 5.316 1.459
25 H 3.988 3.411 0.722
26 H 2.893 1.369 -0.171
27 O -0.321 -1.607 -1.179
28 C 0.293 -1.655 -0.088
29 N 1.398 -2.398 0.182
30 C 1.806 -2.159 1.559
31 C 0.681 -1.149 2.011
32 O 0.627 -0.695 3.131
33 N -0.110 -0.892 0.943
34 C 1.791 -3.447 2.366
35 C 0.592 -3.937 2.880
36 C 0.572 -5.156 3.541
37 C 1.738 -5.893 3.701
38 C 2.933 -5.410 3.187
39 C 2.957 -4.192 2.521
40 C 3.140 -1.428 1.641
41 C 3.581 -0.956 2.877
42 C 4.771 -0.256 2.975
43 C 5.549 -0.027 1.845
44 C 5.121 -0.502 0.617
45 C 3.920 -1.196 0.516
46 H 1.616 -3.228 -0.340
47 H -0.339 -3.398 2.739
48 H -0.369 -5.529 3.924
49 H 1.715 -6.844 4.219
50 H 3.848 -5.977 3.305
51 H 3.894 -3.809 2.133
52 H 2.962 -1.118 3.750
53 H 5.092 0.119 3.939
54 H 6.478 0.525 1.925
55 H 5.712 -0.324 -0.273
56 H 3.574 -1.536 -0.452
57 C -1.549 -1.655 -4.181
58 C -1.574 -0.144 -4.398
59 As -1.446 0.868 -2.722
60 C 0.455 1.511 -2.917
61 C 1.514 0.429 -2.776
62 C -2.222 2.621 -3.124
63 C -2.191 3.036 -4.588
64 H -1.804 -2.177 -5.107
65 H -2.277 -1.946 -3.423
66 H -0.568 -1.995 -3.847
67 H -2.510 0.155 -4.870
68 H -0.749 0.182 -5.037
69 H 0.587 2.286 -2.160
70 H 0.509 1.991 -3.898
71 H 1.608 0.114 -1.736
72 H 2.494 0.792 -3.104
73 H 1.273 -0.459 -3.365
74 H -1.650 3.321 -2.508
75 H -3.242 2.608 -2.743
76 H -1.185 2.994 -5.014
77 H -2.552 4.061 -4.697
78 H -2.838 2.399 -5.192
79 Se -7.739 0.986 -2.901
80 Sb -6.524 -0.485 -1.384
81 Se -7.169 -0.624 0.945
82 Se -7.294 -2.367 -2.840
83 Se -4.037 -0.015 -1.793


Below is a cluster of 2 separate species, C31H33BCl2O2S in total, with properties calculated with wB97M-V/def2-TZVPD.

Properties
Molecular weight ... 551.4 g mol⁻¹
Charge ... 0
HOMO energy ... -7.43 eV
ΔE to the lowest compared entry with this formula, charge and spin ... 0.00 kJ/mol
Kohn-Sham gap ... 7.670 eV
Electronic energy ... -2695.070059 a.u.

Atoms and positions in Å:
1 C -0.233 -5.589 0.496
2 C -0.242 -4.113 0.699
3 C 0.964 -3.407 0.784
4 C 0.982 -2.069 1.143
5 C -0.239 -1.472 1.563
6 B -0.163 1.344 -1.139
7 C -0.256 -0.579 2.670
8 C 0.829 -0.086 3.389
9 C 0.450 0.567 4.589
10 C -0.912 0.529 4.838
11 C -1.572 1.014 6.071
12 S -1.759 -0.184 3.507
13 O 1.014 1.785 -0.564
14 C 0.748 3.084 -0.009
15 C 1.487 3.080 1.314
16 C 1.359 4.114 -0.949
17 C -0.851 3.160 0.031
18 C -1.411 3.022 1.434
19 C -1.453 4.382 -0.663
20 O -1.287 1.994 -0.723
21 C -1.451 -2.070 1.145
22 C -1.446 -3.398 0.777
23 H -1.194 -6.019 0.793
24 H -0.072 -5.838 -0.559
25 H 0.557 -6.074 1.082
26 H 1.905 -3.933 0.634
27 H 1.920 -1.522 1.265
28 H 1.862 -0.268 3.090
29 H 1.140 1.019 5.300
30 H -0.807 1.196 6.835
31 H -2.134 1.944 5.911
32 H -2.272 0.266 6.458
33 H 1.342 4.029 1.839
34 H 1.181 2.250 1.958
35 H 2.561 2.961 1.134
36 H 1.268 5.115 -0.516
37 H 2.417 3.894 -1.127
38 H 0.876 4.095 -1.935
39 H -1.124 3.890 2.047
40 H -2.507 2.979 1.405
41 H -1.066 2.105 1.933
42 H -1.117 5.308 -0.177
43 H -1.200 4.423 -1.732
44 H -2.550 4.342 -0.608
45 H -2.403 -1.528 1.189
46 H -2.374 -3.941 0.614
47 Cl 5.572 -0.172 -4.276
48 C 3.979 -0.155 -3.651
49 C 3.089 0.860 -4.046
50 C 1.834 0.931 -3.441
51 C 1.415 -0.047 -2.519
52 C -0.012 0.060 -2.011
53 C -0.931 -1.136 -2.075
54 C -2.311 -0.873 -1.979
55 C -3.255 -1.820 -2.368
56 C -2.830 -3.097 -2.779
57 Cl -4.003 -4.310 -3.136
58 C -1.468 -3.390 -2.867
59 C -0.537 -2.411 -2.508
60 C 2.319 -1.019 -2.106
61 C 3.583 -1.124 -2.713
62 H 3.409 1.599 -4.777
63 H 1.158 1.746 -3.719
64 H -0.485 0.724 -2.780
65 H -2.648 0.104 -1.626
66 H -4.320 -1.611 -2.344
67 H -1.141 -4.379 -3.194
68 H 0.522 -2.654 -2.586
69 H 2.036 -1.694 -1.293
70 H 4.260 -1.929 -2.442


Below is a structure of composition C31H33ClCoN2O2Si2, with properties calculated with wB97M-V/def2-TZVPD.

Properties
Molecular weight ... 616.2 g mol⁻¹
Spin multiplicity ... 5
<S²> ... 6.0247
Charge ... +1
HOMO energy (spin up / spin down) ... -8.76 / -10.98 eV
ΔE to the lowest compared entry with this formula, charge and spin ... 192.65 kJ/mol
Kohn-Sham gap (spin up / spin down) ... 5.833 / 7.571 eV
Electronic energy ... -3882.638715 a.u.

Atoms and positions in Å:
1 C -3.190 -1.400 4.427
2 C -1.814 -1.388 4.033
3 C -1.572 -0.160 3.330
4 H -1.076 -2.142 4.280
5 C -2.795 0.584 3.297
6 C -3.789 -0.175 3.989
7 H -4.823 0.120 4.157
8 H -3.692 -2.181 4.998
9 H -0.626 0.179 2.922
10 H -2.934 1.556 2.830
11 Co -3.065 -1.251 2.470
12 Si 2.243 1.597 -0.695
13 C 3.252 0.647 -2.024
14 C 2.929 0.621 -3.395
15 H 2.033 1.135 -3.765
16 C 3.733 -0.081 -4.301
17 H 3.490 -0.091 -5.354
18 C 4.854 -0.784 -3.856
19 H 5.482 -1.324 -4.571
20 C 5.149 -0.794 -2.497
21 H 6.007 -1.361 -2.141
22 C 4.356 -0.101 -1.580
23 H 4.577 -0.154 -0.512
24 C 1.818 3.159 -1.618
25 C 2.897 4.040 -1.814
26 H 3.891 3.742 -1.463
27 C 2.704 5.268 -2.449
28 H 3.537 5.951 -2.566
29 C 1.432 5.633 -2.918
30 H 1.272 6.610 -3.377
31 C 0.374 4.732 -2.796
32 H -0.625 5.002 -3.160
33 C 0.573 3.485 -2.197
34 H -0.257 2.777 -2.165
35 H 3.060 1.712 0.498
36 Si -0.146 -0.074 -1.404
37 C -0.415 1.421 -0.030
38 C 0.360 1.857 1.097
39 H 1.185 1.302 1.563
40 C 0.057 3.065 1.777
41 H 0.746 3.437 2.545
42 C -1.096 3.772 1.486
43 H -1.317 4.719 1.989
44 C -1.994 3.232 0.564
45 H -2.942 3.737 0.379
46 C -1.675 2.051 -0.135
47 H -2.440 1.651 -0.812
48 C 1.054 -1.231 -0.369
49 C 1.220 -1.303 1.031
50 H 0.666 -0.643 1.709
51 C 2.128 -2.191 1.636
52 H 2.309 -2.140 2.721
53 C 2.795 -3.140 0.858
54 H 3.508 -3.846 1.304
55 C 2.514 -3.198 -0.518
56 H 2.982 -3.958 -1.144
57 C 1.647 -2.272 -1.101
58 H 1.462 -2.369 -2.176
59 H -0.824 -0.461 -2.666
60 Cl -1.880 -1.118 -0.582
61 C -5.539 -5.086 0.299
62 O -5.544 -3.612 0.291
63 C -4.507 -3.011 0.853
64 O -4.520 -1.784 1.207
65 N -3.422 -3.743 1.096
66 N -2.316 -2.990 1.697
67 H -5.405 -5.482 1.319
68 H -4.788 -5.492 -0.379
69 H -6.533 -5.342 -0.054
70 H -3.240 -4.626 0.607
71 H -1.656 -2.690 0.961
72 H -1.841 -3.601 2.363